A.
{
  "formula": "C3H8OS",
  "method": "wB97M-V/def2-TZVPD",
  "species": ["C", "C", "C", "O", "S", "H", "H", "H", "H", "H", "H", "H", "H"],
  "xyz": [[-0.2085, 0.7056, 1.4095], [0.2062, 2.0635, 1.0633], [0.3434, 0.1431, -1.0755], [-0.7586, -3.3234, -1.1096], [0.0853, -0.6479, 0.3643], [-0.6787, 0.3568, 2.3541], [0.1238, 2.7145, 1.9572], [1.3161, 2.0836, 0.9300], [-0.4673, 2.5051, 0.2257], [-0.8314, -4.2178, -1.2883], [0.2307, -0.5028, -1.9249], [0.6735, 1.1396, -1.2147], [-0.0343, -3.0199, -1.6910]],
  "spin_multiplicity": 1,
  "lumo_energy_ev": [0.52, 0.57]
}

B.
{
  "formula": "C3H8OS",
  "method": "wB97M-V/def2-TZVPD",
  "species": ["C", "C", "C", "H", "H", "H", "H", "H", "H", "H", "H", "O", "S"],
  "xyz": [[0.6238, -1.1087, 0.8262], [-0.1189, 0.3009, 0.8334], [-0.1122, 0.7834, -0.6901], [-1.5601, -1.8347, -0.5256], [1.3943, -0.9583, -0.1731], [1.4340, -1.2389, 1.7205], [0.7094, 1.0076, 1.0744], [-1.1303, 0.5490, 1.2409], [-1.3317, 0.8800, -1.0484], [0.8094, 0.2070, -1.1830], [-0.3919, 1.8457, -1.7997], [0.3592, 2.1540, -1.0143], [-0.6850, -2.5871, 0.7388]],
  "spin_multiplicity": 1,
  "lumo_energy_ev": 0.16
}

What is the stability order? It is A, B, from most stable to least stable.

A.
{
  "formula": "C3H8OS",
  "method": "wB97M-V/def2-TZVPD",
  "species": ["C", "C", "C", "H", "H", "H", "H", "H", "H", "H", "H", "O", "S"],
  "xyz": [[0.8277, -0.0474, 1.0179], [0.0890, -0.3568, -0.2651], [-1.3165, -0.2754, -0.1083], [0.6646, -1.0794, 1.6630], [1.9367, -0.0515, 1.1400], [0.3565, 0.9863, 1.6056], [0.5483, -1.2723, -0.5008], [2.7755, 1.5906, -0.5874], [-1.7852, -1.6677, -0.1093], [-1.5108, 0.4861, 1.0626], [-1.7049, 1.0918, -1.7218], [-1.8995, -0.0611, -1.4937], [1.0187, 0.6569, -1.7025]],
  "spin_multiplicity": 1,
  "lumo_energy_ev": -1.82
}

B.
{
  "formula": "C3H8OS",
  "method": "wB97M-V/def2-TZVPD",
  "species": ["C", "C", "O", "C", "S", "H", "H", "H", "H", "H", "H", "H", "H"],
  "xyz": [[-1.3802, -0.6812, -0.5991], [-0.4146, 0.2327, 0.2509], [-0.2133, 1.6514, -0.0782], [1.0180, -0.3322, 0.5845], [2.4275, -0.0210, -0.3755], [-1.8912, -1.3554, 0.3684], [-0.6193, -1.2935, -1.4000], [-2.2830, -0.0562, -1.1048], [-1.0014, 0.2472, 1.1501], [0.1462, 1.5188, -1.0528], [1.1069, 0.1159, 1.7450], [0.9923, -1.4450, 0.8547], [2.1122, 1.4185, -0.3433]],
  "spin_multiplicity": 1,
  "lumo_energy_ev": 0.70,
  "smiles": "C[C@H](O)CS"
}

C.
{
  "formula": "C3H8OS",
  "method": "wB97M-V/def2-TZVPD",
  "species": ["C", "O", "H", "H", "C", "S", "C", "H", "H", "H", "H", "H", "H"],
  "xyz": [[-1.4420, -1.3266, -1.2107], [-2.1513, -0.2905, -1.0073], [-0.9609, -1.3889, -2.2313], [-1.5088, -2.1988, -0.5155], [-0.2348, 0.1265, 1.3230], [1.0034, -0.6162, 0.2357], [1.5595, 1.0181, -0.3090], [-0.7485, 0.9085, 0.8195], [-1.0404, -0.6288, 1.4888], [0.1933, 0.5387, 2.3895], [1.3698, 1.2034, -1.3541], [2.7032, 0.8430, -0.0250], [1.2576, 1.8115, 0.3964]],
  "spin_multiplicity": 1,
  "lumo_energy_ev": 0.79,
  "smiles": "C=O.CSC"
}

What is the stability order? It is C, B, A, from most stable to least stable.

A.
{
  "formula": "C5H18NO2",
  "method": "wB97M-V/def2-TZVPD",
  "species": ["C", "C", "C", "C", "C", "N", "H", "H", "H", "H", "H", "H", "H", "H", "H", "H", "H", "H", "H", "H", "H", "H", "O", "H", "H", "O"],
  "xyz": [[2.3446, 0.1774, 0.4451], [0.9237, 0.6674, 0.1162], [-0.2076, -0.5798, 0.3457], [-0.5380, -1.2329, -0.9504], [0.1502, -1.5540, 1.4556], [0.4737, 1.8757, 0.7781], [2.6138, -0.5195, -0.2853], [2.5507, -0.3573, 1.4513], [3.0895, 0.9541, 0.4621], [1.0215, 0.9527, -0.9382], [-1.0345, 0.1356, 0.7225], [0.0812, -1.0950, -1.8002], [-1.4629, -0.9554, -1.2822], [-0.5562, -2.2722, -0.8181], [0.8248, -1.1131, 2.2372], [0.6727, -2.5880, 1.0229], [-0.8182, -1.7955, 1.9879], [0.1258, 1.7597, 1.7898], [-0.1171, 2.3722, 0.0607], [1.2634, 2.4154, 0.8064], [-1.9982, 1.8561, 3.6134], [-0.5197, 1.4223, 4.1804], [-1.0208, 1.9072, 3.3599], [-2.1387, -0.2644, -6.6820], [-3.3413, -1.1362, -6.0790], [-2.3823, -1.0328, -5.9999]],
  "total_charge": 1,
  "spin_multiplicity": 1,
  "lumo_energy_ev": -3.24
}

B.
{
  "formula": "C5H18NO2",
  "method": "wB97M-V/def2-TZVPD",
  "species": ["C", "C", "C", "C", "C", "N", "H", "H", "H", "H", "H", "H", "H", "H", "H", "H", "H", "H", "H", "H", "H", "H", "O", "H", "H", "O"],
  "xyz": [[0.2631, -0.9554, 1.8481], [0.1403, -0.8578, 0.3284], [-0.9520, 0.1119, -0.3344], [-2.3146, -0.4382, 0.0927], [-0.7948, 1.4887, 0.2996], [1.3677, -0.6682, -0.5163], [-0.7727, -0.9748, 2.1750], [0.8106, -0.1578, 2.3221], [0.7463, -1.9155, 2.0341], [-0.3114, -1.7672, -0.0984], [-0.8653, 0.1156, -1.4395], [-3.0924, 0.3017, -0.1655], [-2.3981, -0.7820, 1.1155], [-2.7721, -1.2949, -0.4314], [-0.0250, 2.1175, -0.1698], [-0.5130, 1.3821, 1.3434], [-1.7335, 2.0359, 0.3701], [1.6066, 0.3273, -0.4567], [1.1710, -0.7944, -1.5101], [2.1614, -1.2556, -0.2537], [4.0006, 0.0684, 1.2090], [3.5466, 1.4451, 1.7377], [3.3046, 0.7296, 1.1326], [-1.5744, 0.6959, -3.3306], [-0.2413, 0.8611, -3.8786], [-0.7583, 0.1809, -3.4235]],
  "total_charge": 1,
  "spin_multiplicity": 1,
  "lumo_energy_ev": -3.11
}

C.
{
  "formula": "C5H18NO2",
  "method": "wB97M-V/def2-TZVPD",
  "species": ["C", "C", "C", "C", "C", "N", "H", "H", "H", "H", "H", "H", "H", "H", "H", "H", "H", "H", "H", "H", "H", "H", "O", "H", "H", "O"],
  "xyz": [[-0.9921, 1.4035, -0.2156], [-0.1498, 0.0675, -0.5083], [1.2888, 0.5573, -0.2168], [1.6249, 1.3207, -1.5009], [1.7767, 1.3089, 1.1299], [-0.4449, -1.1057, 0.5187], [-1.1683, 1.3511, 0.8409], [-2.0222, 1.2818, -0.6781], [-0.5819, 2.3173, -0.4055], [-0.1855, -0.3888, -1.5314], [1.9407, -0.4123, -0.1720], [2.6886, 1.7488, -1.4451], [0.9940, 2.1897, -1.6298], [1.4945, 0.8165, -2.4952], [1.4474, 2.3161, 1.1059], [2.9158, 1.4474, 0.9271], [1.4317, 0.9449, 2.1515], [-0.4023, -2.0940, 0.0171], [-1.2955, -1.1322, 0.9388], [0.2524, -1.2241, 1.4396], [-3.4804, -0.2152, 2.0511], [-3.5919, -0.2230, 0.6848], [-3.0206, -0.5550, 1.3785], [-0.4562, -4.2033, -1.4840], [0.3645, -3.9674, -0.1905], [-0.4283, -3.5503, -0.7106]],
  "total_charge": 1,
  "spin_multiplicity": 1,
  "lumo_energy_ev": -3.07
}

D.
{
  "formula": "C5H18NO2",
  "method": "wB97M-V/def2-TZVPD",
  "species": ["C", "C", "C", "C", "C", "N", "H", "H", "H", "H", "H", "H", "H", "H", "H", "H", "H", "H", "H", "H", "H", "H", "O", "H", "H", "O"],
  "xyz": [[-0.7493, 1.7443, 0.1237], [-1.1765, 1.4449, -1.2598], [-0.3372, 0.4492, -2.1112], [1.2580, 0.8576, -1.9987], [1.5454, 2.2490, -2.5569], [0.0435, -4.1715, 6.1559], [-1.4612, 2.4225, 0.6005], [-0.5261, 0.8052, 0.6346], [-1.4436, 2.3140, -1.8845], [-2.0980, 0.7862, -1.2433], [-0.8687, 0.5183, -3.0723], [-0.3069, -0.6229, -1.8267], [1.7351, 0.0718, -2.5915], [1.4212, 0.8838, -0.9165], [1.4302, 2.3843, -3.6389], [0.9415, 3.0544, -2.1100], [2.6053, 2.4590, -2.3223], [0.1948, -4.9591, 5.5404], [0.5720, -3.6122, 6.7792], [0.1727, 2.3457, 0.0591], [1.0716, -1.8978, 0.7823], [-0.9516, -4.0317, 6.2213], [0.7880, -1.1788, 0.2006], [-0.2827, -1.2724, 0.1830], [-1.9902, -1.9370, 0.2865], [-1.5872, -1.1066, -0.0347]],
  "total_charge": 1,
  "spin_multiplicity": 1,
  "lumo_energy_ev": -9.94
}

What is the stability order? It is B, C, A, D, from most stable to least stable.